No. 1
Entry from the OMol25 dataset: a cluster of 2 separate species, C4H3N2O4P in total (the ωB97M-V functional and the def2-TZVPD basis).

Output
* max |F|: 0.095 hartree/bohr
* energy relative to the best compared isomer or geometry (same formula, charge and spin): 340.9 kJ/mol
* LUMO (spin up / spin down): 6.27 / 5.81 eV
* molecular weight: 174.1 g mol⁻¹
* HOMO energy (spin up / spin down): -1.2 / 1.4 eV
* gap between HOMO and LUMO (spin up / spin down): 7.456 / 4.440 eV

ORCA input file:
```
! RIJCOSX wB97M-V def2-TZVPD def2/J DEFGRID3
* xyz -2 1
C 0.333 -0.778 1.282
C 2.173 -0.316 0.398
C 0.593 -1.695 0.192
C -0.258 -2.558 -0.362
N 1.285 0.110 1.324
N 1.763 -1.312 -0.370
O -4.205 0.019 1.505
O -5.691 -0.425 -0.616
O -1.005 -3.435 -0.502
O -3.763 1.205 -0.680
P -4.250 -0.312 0.003
H -0.391 -0.596 2.078
H 3.015 0.146 0.130
H -3.030 1.410 -0.086
*
```

=====

No. 2
Entry from the OMol25 dataset: the ion C4H3N2S2 with charge -1 (the ωB97M-V functional and the def2-TZVPD basis).

Output
* max |F|: 0.076 hartree/bohr
* LUMO (spin up / spin down): 3.35 / 2.39 eV
* molecular weight: 143.2 g mol⁻¹
* HOMO energy (spin up / spin down): -1.3 / -2.9 eV
* gap between HOMO and LUMO (spin up / spin down): 4.652 / 5.330 eV
* ⟨S²⟩: 2.042

ORCA input file:
```
! RIJCOSX wB97M-V def2-TZVPD def2/J DEFGRID3
* xyz -1 3
C 0.903 -2.002 0.008
C -0.540 -0.255 -0.127
C 1.569 0.460 0.001
C -1.272 0.859 0.028
N -0.245 -1.478 -0.122
N -2.547 1.015 0.046
S 2.049 1.965 -0.068
S 2.381 -0.996 -0.035
H 1.034 -3.152 0.027
H -0.523 1.672 0.064
H -2.809 1.913 0.178
*
```

=====

No. 3
Entry from the OMol25 dataset: a structure of composition C4H3N3 (the ωB97M-V functional and the def2-TZVPD basis).

Output
* max |F|: 0.035 hartree/bohr
* energy relative to the best compared isomer or geometry (same formula, charge and spin): 448.8 kJ/mol
* LUMO: 0.13 eV
* molecular weight: 93.1 g mol⁻¹
* HOMO energy: -9.4 eV
* gap between HOMO and LUMO: 9.501 eV

ORCA input file:
```
! RIJCOSX wB97M-V def2-TZVPD def2/J DEFGRID3
* xyz 0 1
N 2.043 -0.116 -1.511
C 1.396 -0.177 -0.549
C 0.590 -0.262 0.653
N -0.300 -1.419 0.854
C -1.121 -0.885 0.009
C -0.580 0.479 -0.146
N -0.060 0.895 1.160
H -1.933 -1.378 -0.514
H -0.576 1.157 -0.997
H 0.541 1.708 1.041
*
```

=====

Question: What is the formula in the third record?
Answer: C4H3N3

=====

Question: Which of these has the highest molecular weight?
Answer: C4H3N2O4P

=====

Question: Among the records above, which one has the lowest molecular weight?
Answer: C4H3N3